Computed, not measured: the molecule C4H5FOS in a non-equilibrium geometry, with wB97M-V/def2-TZVPD.

```
12
Properties=species:S:1:pos:R:3
C -0.563 -1.284 -0.434
C 0.625 -1.043 0.599
S 1.703 -2.146 1.180
O 0.638 0.200 1.219
C -0.037 1.348 0.758
C -0.002 1.685 -0.519
F 0.735 0.556 -1.351
H -1.454 -0.438 -0.203
H -1.057 -2.328 -0.299
H 0.079 -1.180 -1.439
H -0.328 2.141 1.516
H -0.340 2.489 -1.028
```

Calculated values
LUMO energy = 0.281 eV
ΔE to the lowest compared entry with this formula, charge and spin = 318.7 kJ/mol
E = -728.5657 a.u.
gap between HOMO and LUMO = 9.02 eV

***

Computed, not measured: a cluster of 2 separate species, C4H12N4 in total in a non-equilibrium geometry, with wB97M-V/def2-TZVPD.

```
20
Properties=species:S:1:pos:R:3
H -0.551 0.157 0.883
N -1.354 1.039 0.528
C -2.046 0.075 0.119
C -3.416 0.004 -0.466
N -1.375 -1.161 0.577
H -4.109 -0.488 0.219
H -3.752 1.014 -0.683
H -3.408 -0.588 -1.384
H -1.959 -1.935 0.875
H -0.603 -1.500 0.008
H 0.509 0.058 -1.503
N 1.309 -0.458 -1.138
C 2.011 0.247 -0.336
C 3.261 -0.341 0.258
N 1.729 1.528 0.060
H 3.183 -0.388 1.346
H 3.413 -1.342 -0.134
H 4.121 0.280 0.007
H 0.787 1.877 -0.064
H 2.249 1.921 0.826
```

Calculated values
LUMO energy = 0.935 eV
ΔE to the lowest compared entry with this formula, charge and spin = 171.0 kJ/mol
E = -378.5731 a.u.
gap between HOMO and LUMO = 10.04 eV

***

Computed, not measured: a cluster of 8 separate species, C27H50F5N7O10S in total in a non-equilibrium geometry, with wB97M-V/def2-TZVPD.

```
100
Properties=species:S:1:pos:R:3
O 4.164 0.645 2.189
C 3.107 1.169 2.214
O 2.903 2.413 2.759
C 1.594 2.770 2.577
O 1.197 3.846 2.874
C 0.883 1.626 1.924
C -0.595 1.643 1.607
F -1.162 2.709 2.259
F -0.816 1.804 0.271
C -1.412 0.384 2.087
F -1.556 -0.516 1.105
F -0.807 -0.193 3.156
F -2.647 0.779 2.485
C 1.792 0.670 1.693
S 1.653 -0.916 0.996
H 2.462 -0.689 -0.056
C -4.613 -1.679 5.445
N -3.915 -2.538 4.513
C -3.894 -2.189 3.102
C -3.277 -3.658 4.906
O -2.678 -4.406 4.160
H -5.671 -1.608 5.187
H -4.185 -0.674 5.437
H -4.527 -2.085 6.451
H -4.348 -2.986 2.513
H -2.866 -2.064 2.768
H -4.445 -1.264 2.948
H -3.349 -3.837 5.993
C 1.412 -3.589 -3.645
N 2.131 -2.508 -2.997
C 3.529 -2.710 -2.633
C 1.549 -1.335 -2.727
O 2.116 -0.391 -2.185
H 1.393 -4.470 -3.001
H 1.899 -3.853 -4.587
H 0.388 -3.286 -3.842
H 3.656 -2.592 -1.556
H 4.152 -1.968 -3.131
H 3.847 -3.700 -2.928
H 0.495 -1.287 -3.037
C -4.527 0.176 -1.462
N -3.732 -0.667 -2.340
C -3.610 -0.316 -3.743
C -3.096 -1.761 -1.901
O -2.410 -2.489 -2.602
H -5.561 0.222 -1.799
H -4.117 1.186 -1.445
H -4.511 -0.220 -0.451
H -3.990 -1.121 -4.374
H -2.565 -0.149 -4.007
H -4.180 0.590 -3.932
H -3.247 -1.950 -0.826
C -6.607 4.761 2.075
N -5.961 3.591 1.508
C -4.509 3.519 1.541
C -6.630 2.570 0.959
O -6.094 1.573 0.500
H -6.281 5.661 1.550
H -6.348 4.860 3.123
H -7.689 4.671 1.977
H -4.110 3.442 0.528
H -4.190 2.636 2.093
H -4.120 4.410 2.024
H -7.724 2.708 0.960
C 7.620 -7.512 -3.467
N 6.916 -6.408 -2.848
C 6.426 -6.547 -1.487
C 6.698 -5.246 -3.492
O 6.112 -4.295 -3.011
H 6.982 -8.396 -3.519
H 8.518 -7.763 -2.899
H 7.913 -7.236 -4.477
H 5.343 -6.420 -1.457
H 6.871 -5.790 -0.842
H 6.683 -7.536 -1.115
H 7.104 -5.229 -4.517
C 5.006 1.296 -4.880
N 5.852 0.246 -5.410
C 7.294 0.418 -5.406
C 5.346 -0.900 -5.902
O 6.010 -1.815 -6.349
H 5.146 2.223 -5.441
H 5.236 1.483 -3.830
H 3.962 0.997 -4.953
H 7.687 0.363 -6.422
H 7.769 -0.369 -4.820
H 7.536 1.386 -4.976
H 4.243 -0.937 -5.855
C -1.321 7.468 4.752
N -2.453 6.576 4.913
C -2.424 5.572 5.964
C -3.532 6.638 4.118
O -4.499 5.900 4.211
H -0.414 6.899 4.541
H -1.164 8.055 5.659
H -1.507 8.148 3.924
H -2.507 4.573 5.536
H -3.258 5.716 6.650
H -1.487 5.655 6.508
H -3.459 7.421 3.346
```

Calculated values
LUMO energy = -1.373 eV
E = -3092.0447 a.u.
gap between HOMO and LUMO = 7.61 eV

***

Computed, not measured: a structure of composition C22H28ClGaN5O2 in a non-equilibrium geometry, with wB97M-V/def2-TZVPD.

```
59
Properties=species:S:1:pos:R:3
Ga 0.254 -0.636 -0.120
Cl 0.925 -2.590 1.012
N -1.850 -0.993 0.337
N 2.079 0.422 0.415
C -2.720 -0.732 -0.622
C 2.608 1.224 -0.493
C -2.591 -1.587 1.526
C -3.989 -1.066 1.208
C -2.136 -1.148 2.896
C -2.520 -3.094 1.395
H -1.932 -0.086 2.858
H -1.212 -1.658 3.186
H -2.923 -1.344 3.637
H -2.977 -3.403 0.448
H -3.052 -3.538 2.240
H -1.480 -3.412 1.437
C 2.980 0.395 1.642
C 3.735 1.698 1.399
C 3.892 -0.806 1.499
C 2.303 0.383 2.993
H 1.447 1.040 2.942
H 3.001 0.739 3.762
H 1.949 -0.626 3.265
H 4.470 -0.718 0.572
H 3.293 -1.715 1.492
H 4.556 -0.834 2.365
O 3.626 1.962 -0.059
H 4.796 1.672 1.653
H 3.273 2.536 1.943
O -3.996 -0.810 -0.256
H -4.191 -0.118 1.731
H -4.805 -1.756 1.427
C -2.406 -0.456 -2.039
C 2.236 1.299 -1.920
C 0.792 1.511 -2.218
H 2.549 0.345 -2.384
H 2.868 2.083 -2.348
C -0.101 0.446 -1.892
C -1.456 0.662 -2.282
H 0.292 -0.638 -1.806
C -1.835 1.716 -3.120
C -0.897 2.672 -3.485
C -3.212 1.804 -3.746
C 0.419 2.569 -3.056
H -1.170 3.445 -4.200
C 1.421 3.558 -3.617
H 0.908 4.303 -4.243
H 2.156 3.052 -4.259
H 1.969 4.091 -2.832
H -3.394 0.953 -4.417
H -3.293 2.716 -4.354
H -4.012 1.821 -2.997
H -3.370 -0.304 -2.533
H -1.973 -1.382 -2.462
N 0.343 -1.012 1.844
C 0.757 -1.957 3.397
N 0.935 -3.023 4.060
C 1.214 -4.269 3.712
N 1.448 -5.404 3.468
```

Calculated values
LUMO energy (spin up / spin down) = 2.741 / 2.722 eV
ΔE to the lowest compared entry with this formula, charge and spin = 947.2 kJ/mol
E = -3664.0109 a.u.
gap between HOMO and LUMO (spin up / spin down) = 4.26 / 4.30 eV
total charge = -1

***

Computed, not measured: a cluster of 3 separate species, C21H38F4N2O7 in total, with wB97M-V/def2-TZVPD.

```
72
Properties=species:S:1:pos:R:3
C 0.294 -4.289 2.961
C -0.178 -3.019 2.250
C -0.957 -2.083 3.169
F -1.746 -2.792 4.077
C -1.918 -1.134 2.423
C -1.156 -0.431 1.391
N -0.480 0.009 0.574
C -3.149 -1.926 1.853
C -3.238 -1.790 0.395
N -3.386 -1.631 -0.731
C -4.496 -1.456 2.454
O -4.928 -2.331 3.491
C -5.827 -3.274 3.127
F -5.318 -4.114 2.192
F -6.157 -3.971 4.199
F -6.943 -2.741 2.589
H 0.671 -4.989 2.219
H -0.517 -4.766 3.503
H 1.111 -4.064 3.644
H 0.696 -2.468 1.909
H -0.772 -3.294 1.378
H -0.260 -1.466 3.741
H -2.273 -0.375 3.121
H -2.988 -2.981 2.061
H -4.371 -0.479 2.912
H -5.240 -1.357 1.671
C 6.799 -4.102 0.691
O 6.193 -2.940 0.175
C 7.028 -2.239 -0.731
C 6.218 -1.441 -1.726
O 5.625 -2.220 -2.751
C 4.441 -2.934 -2.435
C 3.198 -2.076 -2.365
O 3.144 -1.354 -1.149
C 2.330 -0.201 -1.236
H 7.680 -3.861 1.297
H 6.065 -4.601 1.321
H 7.095 -4.785 -0.114
H 7.672 -2.939 -1.275
H 7.667 -1.548 -0.164
H 6.914 -0.779 -2.247
H 5.479 -0.818 -1.218
H 4.559 -3.518 -1.520
H 4.307 -3.631 -3.265
H 2.315 -2.728 -2.438
H 3.190 -1.388 -3.218
H 2.680 0.469 -2.031
H 2.399 0.319 -0.284
H 1.285 -0.464 -1.416
C -2.569 1.685 -1.985
O -2.335 2.912 -1.322
C -0.956 3.220 -1.217
C -0.732 4.712 -1.134
O -0.881 5.393 -2.370
C -2.198 5.658 -2.821
C -2.875 6.813 -2.121
O -3.353 6.434 -0.842
C -3.502 7.530 0.029
H -2.164 0.844 -1.418
H -3.646 1.564 -2.081
H -2.127 1.693 -2.988
H -0.410 2.824 -2.081
H -0.550 2.749 -0.311
H 0.313 4.865 -0.857
H -1.355 5.157 -0.356
H -2.822 4.763 -2.785
H -2.078 5.944 -3.869
H -3.723 7.149 -2.734
H -2.162 7.642 -2.031
H -2.554 8.068 0.155
H -3.813 7.139 0.996
H -4.264 8.231 -0.332
```

Calculated values
LUMO energy = 0.469 eV
ΔE to the lowest compared entry with this formula, charge and spin = 0.0 kJ/mol
E = -1858.4920 a.u.
gap between HOMO and LUMO = 9.50 eV

***

Question: The lowest E belongs to which entry?
Answer: C22H28ClGaN5O2